Run P
Molecular formula: C13H18N2O5
Method: DFT, wB97M-V/def2-TZVPD

Each line ends with the Mulliken charge.
Element x y z (Å)
O  6.018  -1.575  -0.910  -0.5786
O  -1.766  -1.194  -1.870  -0.8224
O  -4.264  -0.491  -1.427  -0.6267
O  -0.725  2.485  -1.377  -0.5132
O  1.069  3.302  -0.338  -0.5441
N  -2.772  1.117  0.300  -0.7699
N  -0.156  -0.112  -0.553  0.2150
C  -2.510  -0.398  0.260  -0.3029
C  1.429  0.871  1.329  -1.2395
C  -1.377  -0.638  -0.723  0.2631
C  0.159  1.059  0.346  -0.1091
C  -3.770  -1.114  -0.243  0.4501
C  4.784  -0.935  -0.554  0.6558
C  -4.876  -1.328  0.814  -1.4609
C  4.710  0.492  -0.642  -1.1406
C  3.489  1.000  -0.145  0.0459
C  0.238  2.443  -0.489  0.4772
C  2.710  -1.136  0.544  0.1247
C  3.852  -1.702  0.009  -0.6704
C  2.505  0.190  0.508  -0.0769
H  1.980  -1.644  1.183  0.3578
H  3.340  2.089  -0.231  0.3485
H  -0.903  1.231  0.875  0.4467
H  -1.568  2.187  -0.926  0.3662
H  -5.421  -0.374  1.074  0.3364
H  1.738  1.879  1.482  0.4433
H  3.985  -2.875  -0.043  0.2156
H  1.122  0.476  2.303  0.4210
H  -3.217  0.822  -0.537  0.4886
H  5.536  1.065  -0.960  0.4707
H  -4.565  -1.489  1.888  0.3344
H  -3.294  -2.103  -0.276  0.2904
H  -5.658  -2.100  0.644  0.3302
H  -3.557  -0.701  -2.015  0.4157
H  -3.394  1.304  1.110  0.2254
H  0.524  -0.227  -1.335  0.3498
H  6.760  -1.105  -0.357  0.3369
H  -2.155  -0.774  1.283  0.4456

Calculated values
- Gap between HOMO and LUMO: 9.38 eV
- E_HOMO: -0.33313 Ha



Run Q
Molecular formula: C13H18N2O5
Method: DFT, wB97M-V/def2-TZVPD

Each line ends with the Mulliken charge.
Element x y z (Å)
O  -3.889  1.265  0.242  -0.4093
O  2.657  -2.890  2.673  -0.6246
O  1.693  -1.990  -0.023  -0.6790
O  3.072  -0.778  2.029  -0.2800
O  0.604  1.309  -2.965  -0.4401
N  0.427  -0.647  1.280  -0.0765
N  0.364  -0.482  -1.039  -0.0679
C  -4.966  2.154  0.074  -0.8875
C  -2.822  1.375  -0.601  0.4575
C  -1.810  0.432  -0.408  -0.3200
C  0.761  2.192  -4.048  -0.9269
C  2.274  -1.794  2.378  0.4843
C  -0.543  1.397  -2.218  0.6923
C  -0.663  0.445  -1.182  0.0055
C  -2.685  2.323  -1.601  -0.8458
C  -0.099  -2.482  2.833  -1.4589
C  0.869  -1.103  0.082  0.2609
C  4.428  -1.126  1.781  -0.7363
C  -1.554  2.318  -2.411  -0.7162
C  0.822  -1.309  2.505  0.2355
H  4.479  -1.787  0.914  0.3021
H  0.234  -2.965  3.746  0.3975
H  -4.661  3.192  0.239  0.3464
H  -0.179  0.154  1.323  0.3486
H  -1.123  -2.137  2.957  0.3812
H  -0.041  2.072  -4.784  0.3749
H  4.952  -0.194  1.588  0.2445
H  4.852  -1.639  2.647  0.2931
H  -1.481  3.058  -3.191  0.3669
H  1.713  1.929  -4.506  0.2452
H  -5.701  1.872  0.827  0.2364
H  -3.444  3.066  -1.781  0.3935
H  -0.055  -3.207  2.026  0.3138
H  -1.969  -0.331  0.337  0.7121
H  -5.413  2.060  -0.921  0.3651
H  0.802  -0.565  3.310  0.3628
H  0.797  3.234  -3.715  0.3644
H  0.916  -0.634  -1.873  0.2845

Calculated values
- Gap between HOMO and LUMO: 8.75 eV
- E_HOMO: -0.29742 Ha



According to the calculations, the structures order from most to least stable as run Q, run P.



Run P
Molecular formula: CH3INOP
Method: DFT, wB97M-V/def2-TZVPD

Each line ends with the Mulliken charge.
Element x y z (Å)
I  -5.409  -0.206  0.358  0.3422
P  -1.097  -1.659  0.535  0.2918
O  -2.145  -1.017  1.324  -0.3954
N  -3.067  -1.530  -1.263  -0.4692
C  -3.888  -1.055  -0.622  0.1513
H  -0.112  0.020  -0.382  -0.2902
H  0.374  0.676  -0.486  0.3196
H  0.070  -1.534  1.410  0.0499

Calculated values
- Gap between HOMO and LUMO: 8.57 eV
- E_HOMO: -0.34242 Ha



Run Q
Molecular formula: CH3INOP
Method: DFT, wB97M-V/def2-TZVPD

Each line ends with the Mulliken charge.
Element x y z (Å)
I  0.246  3.071  2.108  0.2119
P  1.099  -0.374  -0.598  -0.0518
O  0.448  0.905  -0.146  -0.4323
N  -2.095  1.375  0.879  -0.2671
C  -0.957  1.647  1.147  0.2988
H  1.357  -0.927  0.717  -0.0100
H  -3.040  1.417  0.966  0.2325
H  0.182  -1.629  -0.854  0.0180

Calculated values
- Gap between HOMO and LUMO (alpha / beta): 6.27 / 6.26 eV
- E_HOMO (alpha / beta): -0.28020 / -0.28017 Ha



Run R
Molecular formula: CH3INOP
Method: DFT, wB97M-V/def2-TZVPD

Each line ends with the Mulliken charge.
Element x y z (Å)
I  -2.550  -1.440  -0.689  0.1277
P  1.520  0.466  0.524  -0.0436
O  -1.031  1.139  -0.354  -0.5677
N  0.249  -0.726  0.276  -0.2902
C  -0.885  -0.283  -0.194  0.2923
H  0.497  -1.611  0.002  0.2875
H  1.341  0.908  -0.851  0.0868
H  0.859  1.547  1.285  0.1073

Calculated values
- Gap between HOMO and LUMO: 9.37 eV
- E_HOMO: -0.34007 Ha



According to the calculations, the structures order from most to least stable as run R, run P, run Q.



Run P
Molecular formula: C21H24N3O4PRuS4
Method: DFT, wB97M-V/def2-TZVPD

Each line ends with the Mulliken charge.
Element x y z (Å)
Ru  -0.426  -1.140  0.230  0.5097
S  -1.886  -4.370  -0.515  0.0165
S  -3.850  -5.317  2.016  -0.3578
S  -1.235  -3.398  1.108  -0.2358
S  -3.540  -5.490  0.103  -0.0282
P  0.091  0.904  -0.601  2.2880
O  -3.494  0.598  -2.000  -0.7999
O  0.532  -1.915  -1.449  -0.6487
O  -2.086  -0.824  -1.006  -0.5865
O  2.178  -2.907  -2.569  -0.7757
N  -1.532  -0.489  1.936  0.8986
N  -3.073  -0.311  3.475  -0.0294
N  1.262  -1.602  1.489  -0.2371
C  0.134  1.136  -3.401  -0.6698
C  2.058  0.638  -4.758  -0.6082
C  0.305  2.792  1.450  -0.4814
C  2.470  4.154  0.400  -0.7142
C  -1.927  0.199  4.035  -0.9103
C  1.931  4.557  1.612  -0.4991
C  0.730  1.016  -4.650  -0.7394
C  -2.483  0.343  -1.356  0.3755
C  -0.985  0.085  3.069  -0.9597
C  2.794  0.369  -3.613  -0.6117
C  2.199  0.487  -2.371  -0.3549
C  -1.599  1.514  -0.894  -1.5056
C  2.157  -3.176  -0.208  -0.5464
C  0.840  3.874  2.132  -0.8369
C  0.868  0.884  -2.248  0.5858
C  2.478  -2.077  0.794  -0.5864
C  -3.868  -1.313  1.354  -1.2203
C  0.840  2.372  0.230  0.5880
C  1.928  3.074  -0.287  -0.4586
C  1.588  -2.634  -1.525  0.5492
C  -2.808  -0.724  2.212  0.4093
H  -1.972  1.836  0.082  0.5683
H  0.945  -2.345  2.110  0.3321
H  -3.490  -1.456  0.346  0.0733
H  3.205  -2.446  1.525  0.4487
H  3.817  0.024  -3.688  0.3778
H  1.512  -0.812  2.076  0.1746
H  1.432  -3.862  0.239  0.1694
H  2.927  -1.215  0.294  0.1457
H  3.063  -3.731  -0.444  0.3580
H  2.351  2.785  -1.239  0.3500
H  2.768  0.235  -1.483  0.2819
H  -0.551  2.274  1.868  0.2996
H  -0.914  1.395  -3.340  0.2958
H  2.512  0.523  -5.734  0.3620
H  2.353  5.400  2.145  0.3592
H  -1.889  0.586  5.037  0.4336
H  -1.687  2.358  -1.576  0.5500
H  0.049  0.384  3.102  0.5007
H  -4.183  -2.279  1.751  0.2511
H  0.401  4.185  3.072  0.4170
H  -3.971  -0.397  3.916  0.2058
H  -4.726  -0.636  1.311  0.4399
H  3.315  4.686  -0.022  0.3956
H  0.143  1.199  -5.542  0.3913

Calculated values
- Charge: -1
- Gap between HOMO and LUMO (alpha / beta): 6.19 / 5.97 eV
- E_HOMO (alpha / beta): -0.14500 / -0.15551 Ha
- 2S+1: 2



Run Q
Molecular formula: C21H24N3O4PRuS4
Method: DFT, wB97M-V/def2-TZVPD

Each line ends with the Mulliken charge.
Element x y z (Å)
Ru  -0.250  -0.498  0.958  -0.1139
S  -2.531  -1.089  1.658  -0.0887
S  -3.009  -3.009  1.287  -0.0526
S  -0.035  -2.716  0.008  -0.0313
S  -1.403  -4.014  0.648  -0.0674
P  -0.392  1.079  -1.101  2.1820
O  -3.006  3.625  0.482  -0.8038
O  -2.066  1.670  1.128  -0.5102
O  1.792  -0.536  0.358  -0.3910
O  3.919  0.088  0.125  -0.7913
N  0.337  1.249  2.227  -0.3850
N  0.815  -2.503  4.689  -0.0708
N  0.497  -1.554  2.749  1.2468
C  2.058  1.262  -2.455  0.3663
C  1.795  -3.001  3.850  -0.8081
C  -1.085  -0.884  4.594  -1.2998
C  -2.782  -0.320  -1.678  -0.7102
C  1.585  -2.404  2.654  -0.9113
C  -2.938  -2.268  -3.087  -0.5318
C  0.050  -1.633  3.987  0.1392
C  0.927  2.223  -4.806  -0.6724
C  -3.531  -1.348  -2.232  -0.6111
C  -1.585  2.484  -1.046  -1.1391
C  2.736  0.868  2.034  -0.5221
C  2.857  0.078  0.749  0.5235
C  2.303  2.022  -4.727  -0.4161
C  -2.303  2.621  0.326  0.1591
C  0.683  1.464  -2.529  -0.2042
C  0.122  1.940  -3.715  -0.4838
C  -0.835  -1.125  -2.826  -0.6085
C  -1.423  -0.203  -1.962  0.2350
C  1.610  1.886  1.893  -0.7018
C  2.865  1.539  -3.557  -0.6656
C  -1.588  -2.147  -3.387  -0.5566
H  0.296  1.013  3.210  0.2851
H  0.482  2.593  -5.722  0.3894
H  -1.110  -2.867  -4.042  0.3721
H  -0.736  -0.246  5.412  0.3292
H  2.533  -3.711  4.181  0.4454
H  2.931  2.240  -5.584  0.3559
H  2.124  -2.505  1.729  0.5373
H  -0.478  1.827  1.997  0.1929
H  -1.560  -0.273  3.833  0.0425
H  1.805  2.766  2.511  0.4616
H  -0.950  2.079  -3.788  0.2860
H  -1.842  -1.564  4.987  0.3836
H  1.539  2.224  0.859  0.2860
H  -4.580  -1.440  -1.975  0.4123
H  2.508  0.856  -1.558  0.1572
H  2.498  0.180  2.850  0.1649
H  -1.047  3.416  -1.224  0.5343
H  3.932  1.367  -3.490  0.4689
H  -3.255  0.377  -0.998  0.2310
H  0.224  -1.060  -3.045  0.4088
H  -2.337  2.373  -1.827  0.5570
H  3.690  1.346  2.248  0.4408
H  -3.521  -3.078  -3.507  0.3621
H  0.670  -2.756  5.649  0.1920

Calculated values
- Charge: -1
- Gap between HOMO and LUMO (alpha / beta): 6.26 / 5.43 eV
- E_HOMO (alpha / beta): -0.14554 / -0.14404 Ha
- 2S+1: 2



According to the calculations, the structures order from most to least stable as run P, run Q.